{
  "formula": "C17H32N3O11",
  "method": "wB97M-V/def2-TZVPD",
  "elements": ["C", "C", "H", "O", "C", "H", "N", "C", "C", "H", "N", "O", "O", "H", "C", "O", "H", "H", "H", "H", "H", "O", "C", "H", "O", "O", "H", "C", "C", "H", "H", "H", "H", "C", "H", "C", "H", "H", "O", "O", "O", "H", "H", "H", "H", "C", "H", "H", "H", "H", "H", "C", "C", "N", "H", "C", "C", "O", "H", "H", "H", "C", "H"],
  "xyz": [[0.349, 0.963, -4.959], [0.144, -1.267, 5.121], [-2.658, 1.434, -1.447], [2.056, -2.711, 5.074], [0.583, 1.049, 0.114], [0.351, 1.855, -2.912], [-3.311, -0.760, -0.313], [-3.591, -1.936, 0.494], [3.793, 3.327, 1.622], [-0.609, 3.917, 1.231], [-0.055, -3.432, -2.569], [-1.032, 0.213, -3.174], [0.955, -1.179, 6.258], [-0.828, -3.624, -3.191], [-0.574, -2.990, -1.278], [-2.664, -0.620, -4.468], [-0.142, -0.309, 4.686], [-0.233, 0.708, -0.523], [4.600, 3.902, 2.075], [-3.499, -2.776, -0.194], [0.912, 0.147, -5.411], [1.012, -3.728, -4.429], [0.194, 0.910, -3.431], [-0.137, 5.134, 2.423], [0.243, -0.914, 1.436], [2.755, -2.330, 7.233], [-2.967, -2.061, 1.379], [1.099, -3.428, -3.217], [2.314, -2.918, -2.435], [1.666, -1.543, 3.552], [1.482, 0.775, -0.438], [2.418, -3.535, -1.542], [-4.594, -2.059, 0.903], [-4.270, -0.010, -0.918], [-2.346, -0.463, -0.262], [1.972, -2.113, 6.308], [-0.751, -1.882, 5.216], [-4.139, 1.615, -2.410], [2.859, 5.308, 0.806], [-5.437, -0.291, -1.022], [1.067, 0.730, 2.547], [2.561, -1.857, -2.388], [0.746, 1.871, -5.412], [0.438, -2.782, 3.658], [-1.646, -3.178, -1.233], [-3.743, 1.326, -1.436], [0.226, 5.413, 0.834], [-4.055, 2.042, -0.677], [4.114, 2.874, 0.684], [0.641, 2.128, 0.254], [3.481, 2.537, 2.305], [0.622, 0.271, 1.490], [1.075, -2.131, 4.255], [1.451, 3.859, 1.791], [1.007, 0.328, -2.998], [-1.713, 0.151, -4.260], [0.195, 4.585, 1.542], [-1.010, 0.768, -5.312], [-0.305, -1.934, -1.308], [1.383, 3.034, 2.370], [3.129, -3.166, -3.114], [2.677, 4.277, 1.400], [-0.257, -3.523, -0.381]],
  "forces_ev_per_angstrom": [[-0.8, -0.4, 0.4], [1.0, -1.6, -1.5], [0.1, -0.4, -0.1], [-0.5, -0.5, 2.4], [0.6, -0.1, 0.9], [-1.1, 0.3, -0.1], [-0.3, -0.2, 1.2], [-0.5, -1.0, -0.5], [0.3, -0.6, 1.0], [0.2, -0.2, 0.1], [-2.6, -1.3, 0.8], [1.4, 1.2, 1.9], [0.8, -0.1, 2.7], [0.3, -0.3, -0.3], [0.8, 0.5, -0.2], [2.2, 3.2, 0.8], [0.6, 0.0, 0.1], [-0.3, 0.2, 0.3], [0.2, -0.2, -0.2], [0.2, -0.5, 0.4], [0.2, -0.3, 0.4], [1.7, 0.3, 1.3], [2.6, -0.2, 0.4], [-0.1, -0.4, 0.5], [-0.9, -1.0, -1.1], [-2.5, 0.8, -2.3], [0.6, 0.3, -0.5], [-0.7, 1.3, -1.5], [0.9, -1.5, -1.9], [-0.6, 0.3, -0.2], [0.3, -0.1, 0.1], [0.1, 0.7, 0.3], [-0.3, 0.9, -0.4], [1.6, 0.9, -0.5], [-0.2, 0.3, -0.2], [1.2, -0.1, 0.1], [-0.3, 0.2, 1.0], [-0.2, -0.2, 0.2], [0.2, 1.7, -0.8], [-0.8, -0.6, 0.3], [0.7, 2.5, 0.5], [-1.2, 0.2, 0.7], [-0.3, 0.3, 0.4], [0.6, -0.7, 0.2], [0.0, 0.5, -0.6], [0.2, 0.3, 0.4], [0.8, -0.5, -0.5], [-0.3, 0.2, -0.1], [0.0, 0.2, 0.0], [-0.3, 0.0, -0.1], [0.2, -0.2, 0.0], [-0.2, -1.3, -0.6], [-0.3, 1.7, -2.8], [-0.9, 0.6, 0.0], [-0.2, -0.4, 0.0], [-1.9, -3.6, -4.3], [0.2, 0.5, 0.5], [-1.9, -0.1, 0.0], [-0.5, 0.1, 1.3], [-0.1, -0.4, -0.2], [0.3, -0.7, 0.1], [-0.9, -0.7, -0.4], [0.9, 0.2, -0.2]],
  "mulliken_charge": [-0.27, -0.15, 0.00, -0.36, 0.00, 0.32, 0.13, -1.11, -0.82, 0.31, -0.17, 0.14, -0.36, 0.22, -0.61, -0.56, 0.20, -0.24, 0.33, 0.35, 0.23, -0.73, -0.20, 0.36, -0.60, -0.58, 0.29, 0.79, -1.10, 0.04, 0.17, 0.33, 0.35, 0.79, 0.03, 0.58, 0.26, 0.26, -0.67, -0.68, -0.76, 0.21, 0.29, 0.31, 0.20, -0.75, 0.33, 0.33, 0.19, -0.06, 0.22, 0.42, 0.01, -0.14, 0.07, 0.46, -0.97, -0.41, 0.25, 0.15, 0.36, 0.75, 0.25],
  "e_above_lowest_kj_mol": 267.5,
  "energy_ev": -45142.7408,
  "total_charge": -1,
  "gap_ev": 7.98,
  "lumo_energy_ev": 2.26
}



{
  "formula": "C17H32NOPPd",
  "method": "wB97M-V/def2-TZVPD",
  "elements": ["H", "H", "C", "H", "H", "H", "H", "H", "Pd", "H", "H", "H", "H", "C", "C", "H", "H", "C", "H", "P", "H", "H", "C", "H", "O", "H", "C", "H", "C", "C", "H", "H", "H", "H", "C", "H", "H", "H", "H", "C", "C", "C", "C", "H", "H", "C", "H", "C", "C", "N", "H", "H", "C"],
  "xyz": [[-0.973, -1.723, 4.219], [3.398, 0.962, -1.581], [-1.560, -1.054, -3.356], [-1.271, -0.813, 5.713], [2.539, 3.083, -2.593], [2.716, 1.323, 0.020], [-1.743, 3.277, -3.308], [4.216, -1.374, 0.007], [-0.160, -0.641, -0.348], [-1.008, 2.017, 4.486], [1.454, -1.511, 4.459], [-1.408, -0.036, -3.750], [-3.428, -2.793, -3.156], [1.331, 1.611, -1.619], [1.375, -0.490, 4.868], [3.156, -0.866, 1.369], [0.314, -0.549, 2.657], [2.481, 0.922, -0.978], [-3.118, 1.542, -2.515], [2.011, -0.853, -0.752], [1.379, -0.558, 5.957], [-1.915, -1.721, -4.162], [0.425, 3.300, -3.095], [-2.037, -0.532, -0.403], [0.229, 0.380, 2.938], [0.760, 2.208, 4.598], [-2.468, 1.304, -1.662], [-2.851, 1.882, -0.808], [-2.678, -0.178, -1.284], [-0.859, 2.827, -2.842], [-2.027, -0.283, 4.188], [0.575, 4.129, -3.784], [-3.700, -0.297, -0.873], [-0.156, 1.556, 6.001], [3.210, -1.457, 0.444], [0.391, -1.883, -1.277], [2.143, -2.626, -2.332], [3.504, -1.467, -2.527], [1.851, -1.063, -3.143], [-0.092, 1.592, 4.911], [0.040, 1.127, -1.394], [1.522, 2.722, -2.453], [2.426, -1.569, -2.360], [2.248, 0.090, 4.542], [-2.616, -3.101, -1.587], [-3.225, -2.378, -2.160], [2.990, -2.506, 0.664], [-1.118, -0.712, 4.633], [-1.068, 1.738, -1.966], [-2.566, -1.102, -2.339], [-0.566, -1.438, -3.007], [-4.167, -2.208, -1.626], [0.093, 0.190, 4.366]],
  "forces_ev_per_angstrom": [[0.1, 0.3, 0.1], [-0.1, 0.3, 0.1], [0.2, -0.1, -1.6], [0.0, 0.0, -0.2], [-0.3, 0.1, -0.2], [-0.2, 0.0, -0.2], [0.5, 0.0, 0.0], [-0.1, -0.1, 0.3], [-0.2, 0.2, 0.6], [0.1, 0.0, 0.2], [0.0, 0.3, 0.1], [-0.2, -0.4, 0.3], [0.0, -0.1, 0.4], [1.9, 2.0, -0.8], [-0.1, 0.3, -0.2], [-0.1, -0.2, -0.3], [0.1, 0.4, -0.3], [0.4, -0.6, 0.0], [0.0, -0.1, 0.2], [2.6, 1.1, 0.7], [0.0, 0.0, -0.1], [0.4, 0.4, 0.2], [1.2, 0.4, 0.0], [-1.0, 0.3, -0.7], [0.0, -1.1, -0.6], [-0.2, 0.0, 0.2], [-0.4, -0.4, 0.2], [0.1, -0.1, -0.2], [-1.1, 1.5, 1.3], [-1.9, -1.7, 1.1], [0.2, 0.0, 0.2], [0.0, -0.1, 0.2], [0.4, 0.2, -0.2], [0.0, 0.2, -0.2], [0.5, -0.2, 0.0], [-1.3, -0.8, -0.4], [0.2, 0.1, -0.2], [-0.2, 0.0, -0.1], [0.2, -0.1, 0.1], [0.0, -0.2, 0.0], [-1.2, -1.5, 0.6], [0.3, -0.9, 0.3], [0.1, -0.2, 0.2], [-0.2, -0.1, 0.2], [0.1, 0.4, -0.2], [-0.9, -0.1, -0.4], [0.2, 0.1, 0.1], [-0.1, 0.2, 0.0], [-0.4, 2.3, -1.3], [1.1, -1.7, 0.1], [-1.0, 0.2, 0.1], [0.2, -0.2, -0.1], [0.0, -0.2, 0.3]],
  "lowdin_spin": [0.00, 0.01, 0.10, 0.00, 0.00, 0.01, 0.00, 0.01, 0.97, 0.00, 0.00, 0.01, 0.01, 0.19, 0.00, 0.00, 0.00, 0.07, 0.00, 0.26, 0.00, 0.01, 0.22, 0.07, 0.01, 0.00, 0.02, 0.00, 0.12, 0.11, 0.00, 0.01, 0.01, 0.00, 0.06, 0.24, 0.01, 0.00, 0.00, 0.00, 0.48, 0.01, 0.03, 0.00, 0.04, 0.07, 0.00, 0.00, 0.11, 0.62, 0.06, 0.01, 0.00],
  "energy_ev": -34432.3309,
  "total_charge": 2,
  "spin_multiplicity": 5,
  "gap_ev": [6.09, 4.54],
  "lumo_energy_ev": [-6.30, -10.33]
}



{
  "formula": "C17H33AlB3Cl2F6IKNO13S",
  "method": "wB97M-V/def2-TZVPD",
  "elements": ["F", "H", "H", "S", "C", "O", "C", "H", "C", "B", "O", "O", "C", "C", "F", "H", "H", "F", "B", "O", "O", "H", "K", "O", "C", "C", "C", "H", "H", "H", "H", "C", "H", "C", "H", "H", "C", "I", "H", "O", "C", "C", "H", "C", "H", "H", "H", "H", "B", "N", "H", "H", "H", "O", "F", "C", "O", "H", "H", "H", "H", "H", "Cl", "H", "H", "Cl", "F", "O", "H", "O", "F", "H", "Al", "C", "H", "O", "O", "C", "H"],
  "xyz": [[-4.082, 1.039, -4.611], [-0.484, -1.812, 4.204], [5.771, 4.190, 2.986], [6.822, 2.070, 1.238], [0.063, -1.440, 3.303], [7.111, 1.418, 2.492], [1.533, -1.970, 3.420], [6.501, 4.988, 0.129], [6.782, 4.732, 1.154], [1.404, -2.435, -0.894], [4.273, -0.254, 0.842], [5.197, -0.658, -1.109], [0.199, 1.705, -0.866], [-0.693, -1.970, 2.030], [-5.470, 1.925, -6.000], [4.805, 2.930, 0.365], [8.378, 3.566, 0.226], [-8.679, -3.463, -6.044], [0.009, -0.820, -1.552], [-0.858, -1.259, -0.473], [6.896, 1.375, -0.025], [7.216, 5.625, 1.606], [-5.263, -1.769, 3.987], [-6.582, -0.338, -5.095], [-6.387, 0.633, -4.217], [-5.310, 1.590, -4.719], [-1.124, 2.347, -0.296], [-2.093, -0.390, 8.050], [0.900, 2.506, -1.210], [-1.485, 4.792, 2.723], [-9.208, -0.008, -4.382], [-7.548, -1.354, -4.718], [-1.206, 3.379, -0.708], [-1.308, -0.675, 7.315], [4.702, 4.935, 1.792], [-9.671, -1.672, -4.786], [7.788, 3.577, 1.141], [-1.715, 1.090, -3.336], [1.803, -3.540, -0.826], [1.291, -6.395, -1.198], [2.271, -5.502, -3.082], [4.385, -0.087, -0.389], [8.447, 3.609, 2.008], [5.229, 2.868, 1.368], [-7.336, -2.238, -5.325], [-2.491, 4.495, 1.625], [-0.985, 2.439, 0.809], [1.685, -4.590, -3.005], [-0.027, -1.606, 0.619], [1.520, -6.573, -2.378], [2.403, -5.790, -4.120], [-0.359, -0.833, 7.818], [-2.040, 1.734, -0.441], [-1.727, 4.121, 2.076], [1.667, -3.251, 2.883], [-8.956, -0.880, -4.996], [1.188, -7.541, -3.021], [0.904, 0.778, -2.729], [3.234, -5.396, -2.586], [1.876, -1.911, 4.481], [-9.058, -0.579, -6.039], [2.197, -1.305, 2.813], [-1.124, 0.631, 6.133], [4.577, 2.285, 2.016], [0.108, -0.328, 3.280], [-1.796, -2.188, 6.514], [-5.282, 2.732, -4.027], [1.362, -1.637, 0.331], [-7.417, -1.640, -3.671], [3.536, 0.750, -0.783], [-2.742, 0.493, 9.206], [-1.729, -1.453, 2.008], [-3.225, -1.717, 1.930], [5.544, 4.254, 1.918], [0.711, 1.164, -0.026], [-6.941, 0.731, -3.159], [0.895, -1.825, -2.074], [-0.001, 0.699, -2.072], [-0.879, -3.077, 2.076]],
  "forces_ev_per_angstrom": [[-0.4, -0.3, -0.2], [0.3, 0.7, -0.6], [0.0, 0.0, 0.0], [-0.1, 0.1, 0.0], [-0.3, -0.8, 0.5], [0.0, -0.1, -0.3], [0.4, 1.2, -0.8], [0.0, 0.0, 0.0], [-0.1, 0.1, -0.1], [0.3, 1.4, -0.8], [0.0, -0.2, 0.5], [-0.3, -0.1, 0.0], [-0.6, -0.1, -0.1], [0.9, 0.1, 0.2], [-0.1, -0.2, 0.0], [0.0, -0.1, 0.0], [0.0, -0.2, 0.1], [0.1, -0.1, 0.1], [-0.4, 0.3, -1.4], [1.3, 0.0, 1.1], [0.1, -0.1, 0.3], [0.0, 0.0, 0.0], [-1.1, 0.1, 1.5], [0.7, 1.0, 0.4], [-0.9, -1.6, -0.4], [0.3, 1.0, -0.6], [1.1, -0.1, 0.7], [-0.4, 0.7, 0.7], [-0.6, -0.6, 0.4], [0.0, -0.1, 0.0], [0.1, 0.0, 0.1], [-0.7, -0.9, -0.1], [-0.5, -0.9, 0.3], [0.2, 0.2, 0.2], [0.0, 0.0, 0.0], [0.2, -0.1, -0.2], [0.2, 0.5, 0.0], [0.9, -0.3, 0.6], [0.2, 0.0, -0.2], [-0.1, 0.1, 0.1], [0.2, 0.1, -0.3], [0.3, 0.1, -0.4], [-0.1, -0.1, 0.0], [-0.3, 0.3, 0.1], [-0.2, 0.1, -0.2], [0.0, 0.0, -0.1], [-0.2, 0.2, -0.9], [0.1, 0.0, 0.1], [0.6, 0.8, -1.7], [0.0, -0.1, -0.2], [-0.1, -0.1, 0.1], [0.0, -0.1, -0.3], [0.6, 0.5, -0.3], [-0.1, 0.2, 0.2], [-0.4, 0.3, 0.6], [-0.1, 0.6, 0.2], [-0.1, -0.1, 0.1], [-0.9, 0.0, 0.4], [-0.1, 0.1, 0.1], [-0.4, -0.4, -0.8], [0.0, -0.3, 0.0], [-0.4, -0.6, 0.5], [0.0, 0.0, -0.2], [0.1, -0.1, -0.1], [-0.2, -0.8, 0.2], [-0.2, -0.6, -0.5], [-0.1, -0.2, 0.3], [-2.3, -1.6, -0.4], [0.1, 0.3, 0.0], [-0.1, 0.1, -0.2], [0.0, -0.4, -0.5], [3.6, 0.5, 0.2], [-1.5, -0.5, -1.4], [0.1, 0.1, 0.1], [-0.2, 0.4, -0.8], [0.4, 0.6, 0.4], [-0.6, 0.3, 3.2], [1.4, -0.6, 0.4], [0.1, 0.7, 0.1]],
  "mulliken_charge": [-0.25, 0.01, 0.34, 1.22, -0.19, -0.68, -0.15, 0.30, -0.66, 0.29, -0.30, -0.42, 0.32, -1.00, -0.24, 0.31, 0.34, -0.79, 0.74, -0.06, -0.66, 0.34, 1.27, -0.29, 0.32, 0.92, -1.37, 0.28, 0.48, 0.29, 0.38, -0.17, 0.38, -0.17, 0.35, 0.36, -0.64, 0.15, -0.10, -0.54, -0.60, 0.88, 0.36, -0.53, 0.36, 0.30, 0.33, 0.09, -0.07, 0.91, 0.34, 0.27, 0.31, -0.59, -0.28, -1.12, -0.52, 0.28, 0.29, 0.37, 0.26, -0.01, -0.17, 0.37, 0.40, -0.25, -0.26, -0.08, 0.23, -0.35, -0.88, 0.70, -0.19, -0.74, -0.24, -0.54, -0.50, -0.52, 0.68],
  "e_above_lowest_kj_mol": 396.2,
  "energy_ev": -131498.4968,
  "gap_ev": 0.99,
  "lumo_energy_ev": -5.69
}



{
  "formula": "C17H33BrN3O6PS",
  "method": "wB97M-V/def2-TZVPD",
  "elements": ["C", "O", "H", "S", "H", "O", "C", "C", "H", "C", "H", "H", "C", "H", "N", "H", "O", "H", "C", "H", "H", "N", "N", "H", "H", "C", "C", "C", "C", "H", "H", "O", "O", "H", "H", "H", "C", "H", "H", "H", "H", "O", "C", "C", "H", "H", "C", "H", "H", "H", "C", "P", "H", "C", "H", "C", "H", "Br", "H", "H", "H", "H"],
  "xyz": [[-1.718, -3.043, 0.155], [-1.570, -0.880, 1.318], [4.602, 3.797, -1.651], [-0.594, 7.860, 2.300], [-1.074, -2.665, -0.644], [0.180, 3.413, 4.440], [4.185, 2.623, 0.191], [0.775, 6.913, 2.150], [-2.744, -6.142, -3.725], [-1.463, -2.291, 1.450], [-3.371, -5.806, -0.733], [3.137, 6.614, -0.040], [3.974, 2.878, -1.396], [-1.201, -9.535, -3.336], [4.830, 1.539, 0.610], [-2.753, -2.929, -0.179], [2.162, 0.794, 2.544], [-1.527, -4.110, 0.289], [-2.505, -5.800, -2.713], [4.262, 3.477, 2.307], [-2.728, 0.711, 0.856], [1.695, 6.024, 1.998], [1.122, 6.196, -0.886], [-4.883, -0.213, 1.572], [1.673, 0.789, 3.408], [0.699, 3.849, 3.400], [3.691, 3.647, 1.319], [2.595, 6.386, -1.018], [-1.135, -7.716, -2.176], [-0.747, -8.090, -4.269], [1.151, 4.036, -0.879], [0.054, 4.427, 2.231], [-1.240, -6.305, -2.308], [4.455, 1.961, -1.901], [-4.151, -1.781, 1.919], [-3.819, -7.205, -1.704], [-2.835, -0.376, 0.912], [0.738, 6.226, -1.843], [-0.397, 4.831, -0.296], [3.145, 5.512, -1.521], [-2.119, -2.649, 2.250], [2.135, 3.809, 3.142], [1.149, 4.790, 1.302], [-1.391, -8.468, -3.470], [-0.111, -7.918, -1.850], [2.740, 7.323, -1.684], [2.127, 3.565, 1.685], [2.881, 3.020, -1.676], [-2.400, -4.713, -2.769], [-1.791, -8.072, -1.375], [0.757, 4.903, -0.244], [1.204, 1.900, 1.604], [4.899, 1.549, 1.647], [-3.627, -6.131, -1.745], [-0.439, -2.492, 1.776], [-3.958, -0.706, 1.879], [-2.425, -8.352, -3.804], [1.129, 1.050, -0.488], [-3.073, -0.717, -0.101], [-4.553, -5.638, -2.051], [-3.703, -0.382, 2.891], [3.902, 4.713, 0.930]],
  "forces_ev_per_angstrom": [[-0.2, 0.1, -0.1], [0.1, 0.1, 0.1], [-1.0, -1.1, 0.2], [3.9, -2.2, -0.2], [0.0, -0.1, 0.1], [1.8, 2.3, -4.6], [0.9, -1.9, 1.3], [-0.2, -1.4, -0.7], [-0.1, -0.1, 0.0], [0.0, 0.0, -0.1], [0.0, 0.1, -0.1], [-1.1, -0.4, -1.1], [1.1, -0.5, 1.5], [0.0, 0.1, 0.0], [-1.6, 2.9, -1.2], [0.0, -0.1, 0.0], [-1.1, 1.9, -0.8], [0.0, 0.1, 0.0], [0.0, 0.0, 0.1], [-0.9, 0.2, -1.8], [0.2, -0.1, 0.0], [-3.8, 3.5, -0.9], [1.0, -0.6, 0.5], [0.1, 0.0, 0.0], [0.6, -0.1, -1.0], [-0.4, -0.8, 1.9], [-0.3, 0.7, -1.1], [0.9, 0.9, -0.8], [0.0, 0.0, -0.1], [0.0, -0.1, 0.1], [-0.3, 0.8, 1.4], [1.1, -1.2, 1.4], [0.1, 0.1, 0.0], [-1.0, 1.5, 0.7], [-0.1, 0.1, 0.0], [-0.1, 0.1, 0.0], [0.0, 0.0, 0.1], [0.1, -0.2, 0.9], [1.8, 0.0, 0.2], [-0.8, 1.1, 0.6], [-0.1, 0.0, -0.1], [-3.7, -1.3, -0.4], [0.9, -1.1, 1.0], [-0.2, 0.1, -0.2], [-0.1, 0.2, 0.0], [-0.1, -1.6, 1.1], [2.7, 1.6, 0.0], [1.6, -0.2, 0.4], [0.2, -0.1, 0.0], [-0.1, 0.0, -0.1], [-1.7, 0.1, -0.4], [-0.5, -1.8, 1.3], [-0.2, 0.0, -0.8], [0.0, -0.2, 0.1], [0.0, 0.2, 0.0], [0.0, -0.2, 0.1], [0.0, -0.1, 0.0], [0.6, 0.3, 0.7], [-0.1, -0.1, 0.0], [0.1, 0.0, 0.0], [0.0, 0.1, -0.1], [-0.3, -1.5, 0.8]],
  "mulliken_charge": [-0.87, -0.39, 0.34, -0.20, 0.28, -0.55, 0.42, 0.47, 0.34, -0.58, 0.24, 0.23, -1.00, 0.38, -0.70, 0.26, -0.58, 0.42, -0.35, 0.43, 0.32, -0.65, -0.37, 0.39, 0.37, 0.34, -0.79, -0.61, -0.31, 0.29, 0.10, -0.42, -0.41, 0.30, 0.26, 0.35, -0.29, 0.30, 0.34, 0.09, 0.31, -0.46, 1.40, -1.02, 0.32, 0.37, 0.65, 0.23, 0.32, 0.30, -0.71, 0.52, 0.31, -1.07, 0.34, -1.12, 0.26, -0.27, 0.31, 0.38, 0.31, 0.12],
  "energy_ev": -125081.4581,
  "smiles": "[H]/N=C(/C)C[C@@]1(P(O)Br)OC(=O)O[C@@]1(CNC)N=C=S.CCOCC.CCOCC",
  "gap_ev": 8.49,
  "lumo_energy_ev": -0.54
}